1.
Density functional theory data (the ωB97M-V functional and the def2-TZVPD basis) for CHClNO2S as an isolated structure in a non-equilibrium geometry.

2S+1: 1
HOMO-LUMO gap (alpha / beta): 0.2515 / 0.2579 Ha
E_LUMO (alpha / beta): 2.560 / 2.644 eV
energy relative to the best compared isomer or geometry (same formula, charge and spin): 20.9 kcal/mol
net charge: -1
M: 126.5 g/mol

Geometry (Å):
1 Cl 1.41932 -1.37020 -1.38597
2 S -1.76707 -1.42139 0.71161
3 N -0.50532 -0.65729 0.43293
4 O 0.66367 1.06324 -0.48122
5 O -0.72725 1.50458 1.28581
6 C -0.18129 0.76474 0.49719
7 H 1.09794 0.11631 -1.06035

***

2.
Density functional theory data (the ωB97M-V functional and the def2-TZVPD basis) for a 3-piece molecular cluster, C26H29BN2O9 overall in a non-equilibrium geometry.

2S+1: 1
HOMO-LUMO gap: 0.2622 Ha
E_LUMO: -0.839 eV
M: 524.3 g/mol
SMILES: CCOB(O)[C@@]1(Cc2ccc(C)cc2)OC(=O)O[C@H]1C.O=[N+]([O-])c1ccccc1.O=[N+]([O-])c1ccccc1

Geometry (Å):
1 H 6.05056 4.40189 -3.74389
2 H -0.55881 -3.35906 6.15052
3 C -2.84809 -0.17512 -1.77895
4 C -3.28913 -1.33120 5.72271
5 C -1.68273 1.09935 -4.04397
6 C 5.18037 4.29303 -1.77347
7 C 6.55649 6.67856 -1.26137
8 N -2.94119 -3.63654 4.87344
9 H -0.41694 2.13902 -5.83714
10 C -3.71279 -2.86133 -2.14645
11 C -1.52059 0.56737 -2.46995
12 H -0.97253 -3.39420 2.43484
13 C -2.50382 -1.80989 -1.79862
14 C 1.11614 1.94720 -3.88588
15 H 0.05258 -4.97131 2.58592
16 C 5.08683 4.91047 -0.51908
17 C -0.09198 0.77143 -1.62926
18 H 0.78993 -3.34387 1.76885
19 O 4.20451 4.87849 1.62756
20 N 4.27739 4.29174 0.53755
21 H -4.48665 -2.40028 -2.91353
22 C -4.48413 -3.45745 -0.80627
23 O -4.05488 -3.56750 4.33249
24 H 2.19105 3.13644 -5.51934
25 H -3.78369 0.09772 -2.43398
26 C -0.15472 -4.06211 1.87779
27 C 5.96909 4.87511 -2.76784
28 H 7.09487 7.60392 -1.06795
29 H 2.94923 3.30425 -3.70304
30 H -3.92583 -4.45161 -0.47083
31 O 3.71692 3.21658 0.28079
32 H -1.25188 0.60777 7.64034
33 H 5.70026 6.60058 0.70713
34 H 4.65264 3.36648 -1.98964
35 B -1.59323 -2.32890 -0.48891
36 C -1.20760 -2.48909 6.22777
37 H 2.21110 1.53041 -1.65222
38 C 6.65756 6.06161 -2.50928
39 H -0.82693 -1.29345 1.02179
40 O -0.66044 -3.46415 -0.63020
41 H -1.99336 -4.70133 0.51390
42 H -3.47661 0.65348 6.54536
43 H 7.27759 6.50770 -3.28502
44 C -0.77273 -1.37786 6.95285
45 C -2.84462 -0.22718 6.45274
46 O -1.69026 -1.96258 -3.04788
47 H -5.60660 -3.66293 -1.12554
48 H -3.03966 0.24118 -0.70186
49 C -2.46899 -2.46310 5.61811
50 H 3.20715 1.65144 -4.74451
51 C 2.50343 2.58313 -4.53665
52 O -2.96536 -3.88824 -2.93629
53 C -2.21575 -3.06031 -3.90900
54 C 1.23958 1.45393 -2.30153
55 C -0.83363 -4.46947 0.42955
56 O -2.05205 -3.29557 -5.21724
57 C -0.31272 1.78861 -4.71099
58 H 0.20360 -1.38946 7.43233
59 H -4.26804 -1.29518 5.24965
60 C -1.59179 -0.25331 7.06745
61 H -0.07191 0.36942 -0.52707
62 O -1.78740 -1.52302 0.75813
63 H -0.26036 -5.44647 0.05278
64 C 5.76863 6.10748 -0.26010
65 H -4.54419 -2.67955 0.08155
66 O -2.20147 -4.63008 4.83177
67 H -2.69139 0.98694 -4.63089